Record 1
# C43H26N11OS2W

A structure of composition C43H26N11OS2W at a distorted geometry (wB97M-V/def2-TZVPD, OMol25).

XYZ file:
```
84
Properties=species:S:1:pos:R:3:forces:R:3
W 0.35812 -0.84300 -0.63455 -1.591 0.040 1.013
C -6.14104 0.27345 -1.80862 0.002 -0.009 -0.006
C -5.85722 1.63633 -1.58184 0.009 0.003 0.000
C -4.61119 2.04367 -1.15919 0.002 -0.002 -0.029
C -3.63220 1.06268 -0.97623 0.026 -0.034 0.058
C -2.26101 1.13879 -0.56528 -0.036 0.214 0.000
N -1.72479 -0.12439 -0.53153 0.323 -0.191 -0.329
C -2.73004 -1.02111 -0.83015 -0.118 -0.054 0.227
N -2.80265 -2.31957 -0.49949 0.164 -0.035 0.204
C -2.02605 -2.74257 0.48716 -0.256 0.061 -0.272
C -2.46229 -3.80350 1.41701 0.076 0.006 0.003
C -3.47747 -4.74123 1.35728 -0.016 -0.009 0.000
C -3.66970 -5.55400 2.46719 0.005 0.005 -0.009
C -2.88397 -5.40528 3.61232 0.008 0.006 -0.003
C -1.88378 -4.44365 3.67633 0.004 -0.002 0.018
C -1.67828 -3.65289 2.55899 0.001 -0.001 -0.046
C -0.74628 -2.54794 2.27282 0.112 -0.209 -0.196
N 0.06133 -2.01583 3.11334 -0.046 -0.008 0.035
C 0.86143 -0.97082 2.75911 0.244 -0.282 -0.148
N 1.04472 -0.37424 1.52573 0.086 0.393 0.000
C 2.09609 0.50568 1.67159 0.171 0.049 -0.132
N 2.52582 1.50106 0.82457 -0.021 -0.026 0.106
C 1.77442 1.96951 -0.09813 -0.059 -0.041 -0.006
N 0.55873 1.40025 -0.53179 0.219 -0.154 1.103
C -0.34791 2.40428 -0.40868 0.128 0.122 -0.562
N -1.64220 2.33139 -0.39773 -0.295 -0.167 0.005
C 0.37094 3.69976 -0.40643 -0.064 0.029 -0.138
C -0.09743 4.99567 -0.49449 -0.011 0.058 0.027
C 0.84176 6.01971 -0.56122 -0.076 -0.022 -0.004
C 2.20538 5.73895 -0.52478 0.062 -0.052 -0.005
C 2.67134 4.43246 -0.40944 0.049 0.080 0.050
C 1.73378 3.42099 -0.36633 -0.126 -0.090 -0.038
C 2.61638 0.44535 2.97942 0.023 -0.035 0.024
C 3.66037 1.13153 3.63541 -0.005 -0.013 -0.031
C 3.89525 0.84136 4.95169 -0.017 -0.021 0.022
C 3.10215 -0.11300 5.65073 0.026 0.027 -0.003
C 2.07091 -0.76727 5.03301 -0.026 -0.005 -0.030
C 1.81540 -0.47861 3.67636 0.075 0.000 0.072
N -0.92447 -2.14961 0.96572 0.196 0.728 -0.070
C -3.91059 -0.28840 -1.21457 0.003 -0.030 0.097
C -5.18273 -0.69831 -1.61565 -0.009 0.003 -0.021
H -7.13410 -0.00962 -2.13564 0.000 0.001 0.000
H -6.63853 2.36983 -1.73927 0.002 0.001 -0.001
H -4.38255 3.08455 -0.97067 -0.004 0.003 -0.001
H -4.09522 -4.82902 0.47318 0.003 0.001 -0.002
H -4.44501 -6.31006 2.45130 0.000 0.001 -0.001
H -3.06447 -6.04851 4.46494 0.001 0.002 0.000
H -1.28170 -4.30904 4.56568 -0.001 0.002 -0.001
H -1.16137 5.19300 -0.51484 0.002 0.003 -0.007
H 0.51233 7.04754 -0.64720 -0.001 0.000 0.003
H 2.91571 6.55438 -0.58514 0.002 0.000 0.002
H 3.73053 4.21718 -0.35707 -0.003 -0.010 0.014
H 4.25118 1.86299 3.09846 0.000 -0.001 0.001
H 4.69389 1.34737 5.48134 -0.001 -0.001 0.000
H 3.32009 -0.31225 6.69335 0.001 -0.001 -0.002
H 1.45527 -1.48570 5.55935 0.002 -0.001 0.002
H -5.39505 -1.74746 -1.77388 0.000 -0.001 0.009
S 2.31758 -2.53693 -3.22087 -0.187 0.019 -0.308
C 1.53043 -1.09122 -3.54846 -0.078 -0.011 0.122
N 0.70393 -0.28857 -2.81375 0.635 -0.564 -0.237
C 0.17602 0.74302 -3.61039 0.081 0.125 0.007
C -0.84534 1.62724 -3.28706 -0.143 -0.039 0.135
C -1.24676 2.60331 -4.18455 0.040 -0.041 0.003
C -0.65184 2.71914 -5.43650 0.040 -0.041 0.010
C 0.33428 1.81705 -5.80171 -0.046 0.049 -0.010
C 0.72127 0.84114 -4.89643 0.065 0.010 -0.081
S 1.84343 -0.44865 -5.14978 -0.023 0.024 0.007
H -1.36496 1.55117 -2.34964 0.171 -0.035 -0.397
H -2.04667 3.27232 -3.89330 -0.004 0.015 -0.008
H -0.96998 3.48858 -6.12806 -0.001 0.000 -0.003
H 0.79122 1.85456 -6.78291 -0.011 0.012 -0.004
O -0.00659 -2.31051 -1.38315 -0.112 -0.148 -0.329
C 2.52796 -3.09105 1.03524 -0.010 0.037 0.050
C 3.12838 -2.03975 0.17739 0.039 -0.214 -0.150
N 2.49779 -1.17271 -0.59326 0.205 0.285 0.015
C 3.45754 -0.46848 -1.29302 0.085 0.238 0.174
C 4.68078 -0.89829 -0.92306 -0.040 0.037 0.061
N 4.45121 -1.89957 0.00196 0.011 -0.042 -0.043
H 1.45624 -3.15297 0.86122 0.019 -0.007 -0.023
H 2.69381 -2.87786 2.09263 -0.008 0.007 0.000
H 2.96866 -4.05732 0.78504 -0.001 -0.006 0.015
H 3.18662 0.30512 -1.98974 0.025 -0.031 0.009
H 5.66748 -0.59839 -1.22157 -0.002 -0.013 -0.015
H 5.14553 -2.45326 0.47017 0.002 0.005 -0.002
```
Positions in Å, forces in eV/Å.

Summary:
LUMO level (spin up / spin down) = 1.84 / 1.25 eV
2S+1 = 3
Molecular weight = 960.7 g mol⁻¹
Total charge = -1
Calculated total energy = -86953.835 eV
Energy relative to the best compared isomer or geometry (same formula, charge and spin) = 0.0 kJ/mol
HOMO level (spin up / spin down) = -3.25 / -3.64 eV

***

Record 2
# C6H11IN2

A cluster of 2 separate species, C6H11IN2 in total at a distorted geometry (wB97M-V/def2-TZVPD, OMol25).

XYZ file:
```
20
Properties=species:S:1:pos:R:3:forces:R:3
I 3.40272 -15.69819 3.31143 -0.279 0.205 0.184
C -0.71714 -9.85103 3.50952 -0.506 -0.123 0.902
C 0.16169 -9.97322 4.75059 0.877 0.646 0.567
N 0.41216 -11.34117 5.16102 0.167 -1.129 0.487
C 0.89512 -12.32774 4.32874 -0.111 0.151 -0.462
C 0.93628 -13.47383 5.02954 -0.369 -0.787 0.147
N 0.44273 -13.20579 6.28119 0.320 0.524 -0.287
C 0.18696 -11.90245 6.36097 -0.483 0.311 -0.361
C 0.24340 -14.22478 7.28774 -0.516 -0.371 0.610
H -0.16008 -10.13104 2.62155 0.023 0.499 -0.182
H -1.12676 -8.84226 3.53704 0.355 0.147 -0.674
H -1.60404 -10.48924 3.52324 0.164 -0.193 0.351
H -0.12869 -9.43158 5.65593 -0.829 -0.153 -0.277
H 1.13938 -9.50277 4.59012 -0.047 -0.236 -0.460
H 1.08577 -12.17759 3.28110 0.246 0.107 0.066
H 1.21498 -14.48274 4.76300 0.345 -0.014 -0.356
H -0.20184 -11.39451 7.22618 -0.001 0.040 -0.015
H 1.18589 -14.50918 7.74624 0.006 0.004 0.002
H -0.23822 -15.09772 6.84989 0.339 0.015 -0.321
H -0.47933 -13.89856 8.03533 0.297 0.356 0.079
```
Positions in Å, forces in eV/Å.

Summary:
LUMO level = -0.24 eV
2S+1 = 1
Molecular weight = 238.1 g mol⁻¹
Total charge = 0
Calculated total energy = -17480.432 eV
Energy relative to the best compared isomer or geometry (same formula, charge and spin) = 64.5 kJ/mol
HOMO level = -6.13 eV

***

Record 3
# C38H40N6Pt

A structure of composition C38H40N6Pt at a distorted geometry (wB97M-V/def2-TZVPD, OMol25).

XYZ file:
```
85
Properties=species:S:1:pos:R:3:forces:R:3
Pt -0.38565 0.15178 -0.56081 -0.723 1.614 0.964
N 0.65314 -3.43282 2.19780 -0.167 -0.475 0.634
N 0.24785 -2.36247 -1.45208 0.096 -0.855 2.269
C 0.72050 1.93956 -0.51933 -0.022 -0.335 1.606
C 1.79123 0.97417 -0.21956 -0.984 1.130 0.965
C 1.78283 0.75025 1.20464 -0.017 0.891 -0.471
C 2.73760 -0.11520 1.94156 0.081 -0.345 0.288
H 3.62010 -0.33881 1.33025 -0.045 0.002 0.118
H 2.27561 -1.07483 2.22940 0.144 0.171 -0.044
H 3.07612 0.37841 2.86285 0.030 -0.118 -0.095
C 0.72035 1.46479 1.77611 0.555 -0.531 -0.769
C 0.48481 1.61769 3.23311 -0.296 -0.298 0.373
H 1.26784 2.23467 3.70142 -0.109 -0.115 -0.105
H 0.49421 0.64388 3.74182 -0.079 0.227 0.020
H -0.47752 2.10148 3.43060 0.097 -0.142 0.053
C -0.05103 2.08181 0.73381 1.371 -0.508 -1.627
C -1.25508 2.92227 0.89626 -0.530 0.408 0.403
H -2.09194 2.32000 1.28563 0.248 0.383 -0.157
H -1.55940 3.34705 -0.06657 -0.011 0.007 0.142
H -1.06364 3.74535 1.59937 -0.147 0.108 -0.074
C 2.86019 0.58432 -1.16709 0.432 -0.218 -0.148
H 3.77730 1.17054 -0.98657 -0.101 -0.135 -0.092
H 2.54996 0.75849 -2.20311 0.060 -0.043 0.132
H 3.11997 -0.47772 -1.05508 -0.017 0.163 -0.108
C 0.60512 2.77348 -1.74408 -0.101 0.072 -0.175
H -0.43636 3.07438 -1.89190 0.157 0.027 -0.124
H 0.91713 2.19225 -2.61703 -0.075 0.175 -0.085
H 1.22580 3.67757 -1.68246 0.009 0.034 -0.036
C 0.00597 -4.10290 3.14526 -0.627 -0.105 -0.644
H 0.50907 -4.21408 4.11572 -0.096 0.108 -0.350
C -1.27467 -4.66490 2.97152 0.341 -0.174 0.762
H -1.74528 -5.18670 3.80508 0.058 0.144 -0.206
C -1.89919 -4.55067 1.72610 0.497 0.389 -0.631
H -2.88944 -4.97595 1.54859 0.247 0.083 0.067
C -1.23166 -3.88079 0.71210 -0.384 -0.409 0.425
H -1.63207 -3.75733 -0.28953 -0.183 -0.055 0.172
C 0.03795 -3.29389 0.98109 0.532 1.007 -0.902
C 0.70245 -2.43361 0.07701 -0.405 -1.055 -2.179
H 1.77913 -2.27142 0.19283 -0.526 0.089 -0.229
C -0.32163 -1.20752 -1.84769 1.002 -0.974 -0.444
C 0.41067 -3.21447 -2.53799 0.481 0.229 0.843
H 0.80292 -4.20022 -2.39960 0.042 -0.248 -0.119
C 0.06003 -2.53102 -3.63678 -0.193 0.333 -0.307
H 0.08894 -2.79218 -4.67276 -0.098 -0.183 -0.203
N -0.37274 -1.26511 -3.22210 -0.190 -0.444 0.297
C -0.55213 -0.11859 -4.03968 0.208 0.148 -0.063
C 0.48975 0.25717 -4.90304 -0.675 0.456 0.028
C 0.30755 1.39245 -5.70456 -0.177 -0.303 0.180
H 1.10086 1.67578 -6.40254 -0.217 -0.016 0.208
C -0.85893 2.15483 -5.62478 -0.080 -0.261 0.260
C -1.07321 3.31826 -6.54736 -0.016 0.201 -0.115
H -1.61789 4.12154 -6.03939 0.117 -0.060 -0.118
H -1.66218 3.02379 -7.42736 0.101 0.048 0.149
H -0.11350 3.70580 -6.90356 -0.154 0.048 0.023
C -1.84156 1.80266 -4.69407 0.375 -0.392 -0.079
H -2.74629 2.41017 -4.59663 0.282 -0.172 -0.032
C -1.70686 0.65647 -3.89732 0.040 0.225 -0.295
C -2.78110 0.28644 -2.92975 -0.745 0.432 0.213
H -3.06454 -0.77016 -2.98428 0.170 0.125 0.031
H -3.66502 0.89970 -3.14688 0.004 -0.203 -0.017
H -2.49391 0.51064 -1.88215 0.128 -0.221 -0.431
C 1.78563 -0.48326 -4.93333 0.680 -0.036 -0.357
H 1.68624 -1.49086 -5.35689 0.102 0.243 0.176
H 2.25232 -0.56790 -3.94107 -0.308 -0.091 -0.203
H 2.48502 0.07207 -5.57189 -0.062 -0.142 0.113
N 0.05851 1.69621 10.19577 -0.204 -0.159 -0.388
C -0.41963 1.33973 9.18877 -0.314 -0.183 -0.612
C -1.01175 0.90606 7.95060 1.060 0.996 2.559
C -2.19559 1.50590 7.49675 -1.556 0.328 -1.480
C -2.73624 1.13702 6.26550 0.218 0.771 1.599
C -2.10750 0.13665 5.51491 -0.367 -0.476 -0.722
C -0.97674 -0.53571 5.99760 1.087 0.283 1.459
C -0.40925 -0.11578 7.20651 0.111 -1.695 -1.881
N -2.53929 -0.08478 4.19171 -0.155 0.182 -1.160
C -2.10852 -1.09513 3.33842 -0.428 0.449 0.011
C -2.48896 -0.73236 2.06682 0.148 0.696 0.765
N -3.08197 0.51062 2.10817 -1.206 -0.307 0.196
C -3.17653 0.85369 3.38824 1.151 -1.285 -0.208
H -2.68602 2.26814 8.10273 0.109 -0.162 -0.158
H -3.64016 1.61462 5.88488 0.216 -0.107 0.268
H -0.51546 -1.33884 5.41884 -0.059 0.337 0.206
H 0.50642 -0.58653 7.56820 -0.283 0.078 -0.092
H -1.59290 -1.97118 3.68814 -0.018 0.024 0.017
H -2.35023 -1.29525 1.15212 0.066 0.220 0.083
H -3.65413 1.72672 3.81565 0.296 -0.052 -0.338
```
Positions in Å, forces in eV/Å.

Summary:
LUMO level (spin up / spin down) = 3.76 / 3.76 eV
2S+1 = 3
Molecular weight = 775.9 g mol⁻¹
Total charge = -2
Calculated total energy = -52239.294 eV
Energy relative to the best compared isomer or geometry (same formula, charge and spin) = 0.0 kJ/mol
HOMO level (spin up / spin down) = 1.28 / -0.84 eV

***

Record 4
# C4H11NO2

A cluster of 3 separate species, C4H11NO2 in total at a distorted geometry (wB97M-V/def2-TZVPD, OMol25).

XYZ file:
```
18
Properties=species:S:1:pos:R:3:forces:R:3
C 1.57811 -1.83460 0.65512 -1.597 2.659 0.296
C 0.64272 -0.94565 0.19149 0.799 -1.283 1.882
C -0.55322 -0.48255 0.96762 -0.168 0.989 -0.167
C -0.53993 0.00369 2.22535 0.887 0.577 -0.329
N -1.77491 -0.59602 0.24083 2.074 -0.875 -0.198
H 2.04791 -2.57477 0.09107 1.232 -0.313 -1.542
H 1.97843 -1.69799 1.63299 -0.793 -0.851 1.310
H 0.73393 -0.63432 -0.79406 -0.800 -0.306 -2.309
H 0.28452 0.68672 2.55798 -0.566 -1.524 0.134
H -1.45607 -0.05953 2.78206 -0.321 0.631 0.230
H -2.54618 -0.08637 0.68417 0.463 -0.400 -1.214
H -1.61473 -0.82745 -0.77861 -1.164 0.599 1.945
O -0.14757 2.68192 0.18430 -0.151 -1.694 -1.417
H 0.36460 1.91702 0.57728 -1.126 1.136 -0.813
H -0.60674 2.31836 -0.65157 1.215 0.635 2.168
O 0.67511 0.25573 -3.37410 0.244 -0.983 0.507
H 1.50259 0.00556 -2.92799 -0.411 0.271 -0.346
H 0.74966 1.17840 -3.57816 0.183 0.733 -0.136
```
Positions in Å, forces in eV/Å.

Summary:
LUMO level = 0.40 eV
2S+1 = 1
Molecular weight = 105.1 g mol⁻¹
SMILES = C=CC(=C)N.O.O
Total charge = 0
Calculated total energy = -9908.430 eV
Energy relative to the best compared isomer or geometry (same formula, charge and spin) = 367.8 kJ/mol
HOMO level = -7.95 eV

***

- Which of these has the highest energy relative to the best compared isomer or geometry (same formula, charge and spin)?
  C4H11NO2

***

- calculated total energy of number 1 (C43H26N11OS2W)?
  -86953.835 eV

***

- Look up the calculated total energy of the fourth one.
  -9908.430 eV